The following is a DFT calculation (ωB97M-V/def2-TZVPD) of the molecule C4H6Cl2N2.

The geometry in XYZ format:
```
14
Properties=species:S:1:pos:R:3:forces:R:3:nbo_charge:R:1
H -4.03573 -0.55100 0.36579 0.132 0.383 -0.341 0.3230
N -3.54684 0.22845 -0.10718 -0.863 -0.513 0.509 -0.6527
C -2.32969 -0.02509 -0.26110 1.475 -0.503 0.189 0.2812
N -1.62349 -1.19469 0.06344 -1.776 -0.360 0.225 -0.6263
C -0.29283 -1.47988 -0.08572 2.159 1.438 0.905 0.0123
C 0.72766 -0.61509 0.24395 -2.111 -0.878 -0.579 -0.1226
Cl 2.33456 -1.05368 -0.18412 0.274 0.016 0.105 0.0205
C 0.51690 0.71075 0.90409 1.201 -0.206 -0.546 -0.4039
Cl 0.70143 2.10691 -0.23761 0.029 -0.165 0.145 -0.0759
H -1.65533 0.70754 -0.66134 0.132 0.520 -0.430 0.1744
H -2.20213 -1.99680 0.28909 0.044 0.212 -0.091 0.3925
H -0.06665 -2.50369 -0.35422 0.117 0.078 -0.258 0.2120
H -0.44509 0.80982 1.33676 -0.944 -0.105 0.278 0.2304
H 1.25321 0.84869 1.69226 0.129 0.084 -0.110 0.2351
```
Forces are in eV/Å.

As for the energy relative to the best compared isomer or geometry (same formula, charge and spin): 0.108 eV. The total charge is 0. For the LUMO energy, the calculation gives 0.6 eV. For the total energy, the calculation gives -1185.8855 Ha. The value obtained for the highest occupied orbital energy is -8.7 eV. The structure (SMILES) is [H]/N=C\N/C=C(/Cl)CCl.

The following is a DFT calculation (ωB97M-V/def2-TZVPD) of the molecule C4H6Cl2N2P2.

The geometry in XYZ format:
```
16
Properties=species:S:1:pos:R:3:forces:R:3:lowdin_spin:R:1
C -0.09689 0.74859 0.28891 0.981 -1.597 1.396 0.0653
C 1.32459 -0.17266 0.26920 -1.484 5.952 1.126 0.7255
C -0.27681 2.18084 0.62304 2.103 1.526 0.794 0.0015
C -1.99216 -2.01314 -0.71979 -2.839 2.898 2.513 0.0170
N -1.16367 0.05667 0.16804 0.321 1.430 0.023 0.0476
N -0.93325 -1.25337 -0.08355 0.969 -0.040 -1.014 0.2427
P 0.70497 -1.70521 -0.14418 -0.366 -5.066 -1.366 0.6354
P 2.92936 0.57587 0.63279 -2.141 -1.707 1.969 0.1497
Cl 3.28787 1.63416 -0.95806 0.508 1.535 -2.263 0.0780
Cl 4.00321 -1.10914 0.31681 0.661 -0.569 -0.029 0.0181
H 0.46156 2.66011 1.40533 -0.834 -1.222 -1.794 0.0010
H -1.22852 2.39191 1.10481 -0.303 -0.240 -0.651 -0.0009
H -0.13719 2.64606 -0.37535 -0.272 0.647 0.857 0.0016
H -1.62616 -2.72199 -1.31275 1.830 -3.018 -2.317 0.0057
H -2.48530 -2.46968 0.14370 -0.652 -0.282 -0.534 0.0062
H -2.77160 -1.44902 -1.35896 1.518 -0.248 1.292 0.0057
```
Forces are in eV/Å.

As for the energy relative to the best compared isomer or geometry (same formula, charge and spin): 1.432 eV. The total charge is 0. For the LUMO energy (alpha / beta), the calculation gives 0.7 / -3.0 eV. For the total energy, the calculation gives -1868.4799 Ha. The value obtained for the highest occupied orbital energy (alpha / beta) is -5.7 / -9.1 eV. As for the spin multiplicity: 3.

The following is a DFT calculation (ωB97M-V/def2-TZVPD) of a cluster of 2 separate species, C4H6Cl2O in total.

The geometry in XYZ format:
```
13
Properties=species:S:1:pos:R:3:forces:R:3:nbo_charge:R:1
C -0.03606 -1.01997 -0.24156 0.580 -0.821 1.373 0.0488
C -0.62070 0.29170 -0.31315 1.762 -1.853 -1.546 0.6451
C 1.38844 -1.25030 0.16125 0.050 0.272 -0.236 -0.6859
C -1.41423 1.36468 0.19884 -1.420 1.136 0.125 -0.4595
O -0.29404 -0.22752 -1.45745 -0.917 1.804 0.457 -0.3191
Cl 2.21434 2.05423 0.02643 -1.076 -0.432 -0.001 -0.7869
Cl -3.16321 0.74506 0.20271 0.978 0.065 -0.083 -0.0149
H -0.70789 -1.87261 -0.16598 -0.136 0.187 -0.047 0.2179
H 1.86820 -1.94316 -0.52640 -0.094 -0.171 -0.045 0.2358
H 1.40466 -1.67864 1.16039 -0.062 -0.076 0.090 0.2371
H 1.94024 -0.30669 0.16373 -0.029 0.010 0.012 0.3052
H -1.40104 2.24352 -0.44257 0.152 -0.074 0.096 0.2868
H -1.17872 1.59970 1.23376 0.210 -0.046 -0.196 0.2899
```
Forces are in eV/Å.

As for the energy relative to the best compared isomer or geometry (same formula, charge and spin): 3.406 eV. The total charge is 0. For the LUMO energy (alpha / beta), the calculation gives -2.6 / -2.6 eV. For the total energy, the calculation gives -1151.5037 Ha. The value obtained for the highest occupied orbital energy (alpha / beta) is -8.4 / -8.4 eV.